No. 1
ORCA calculation (ωB97M-V/def2-TZVPD) on 9 unconnected molecules or ions with the total composition C24H66Cl4O26P6 in a non-equilibrium geometry.

Structure (SMILES): COP(=O)(OC)OC.COP(=O)(OC)OC.COP(=O)(OC)OC.COP(=O)(OC)OC.COP(=O)(OC)OC.COP(=O)(OC)OC.CCOC(C)=O.ClCCl.ClCCl
Total energy in eV: -185024.073
Total charge: 0
HOMO energy in hartree: -0.3762
Max |F| in eV/Å: 5.5
LUMO in eV: 0.376

CARTESIAN COORDINATES (ANGSTROEM)
C1 -18.78 14.93 14.01
O1 -17.49 14.66 14.48
P1 -17.05 15.58 15.81
O2 -17.12 17.07 15.66
O3 -15.67 14.97 16.37
C2 -14.38 15.08 15.71
O4 -18.07 15.10 16.98
C3 -18.06 13.72 17.39
H1 -19.38 15.69 14.51
H2 -19.47 14.10 13.81
H3 -18.64 15.36 13.02
H4 -14.31 16.02 15.17
H5 -14.09 14.13 15.26
H6 -13.61 15.20 16.48
H7 -17.07 13.27 17.28
H8 -18.82 13.06 16.97
H9 -18.21 13.76 18.47
C4 -31.59 21.74 10.30
O5 -31.72 20.37 10.58
P2 -31.57 19.37 9.26
O6 -30.82 19.94 8.16
O7 -31.06 17.89 9.83
C5 -30.99 16.76 9.05
O8 -33.12 19.18 8.88
C6 -34.15 19.06 9.77
H10 -32.28 22.38 10.85
H11 -31.84 22.00 9.27
H12 -30.58 22.13 10.46
H13 -30.22 16.09 9.45
H14 -31.03 16.94 7.98
H15 -31.90 16.19 9.26
H16 -33.84 18.96 10.81
H17 -34.66 18.12 9.56
H18 -34.85 19.87 9.54
C7 -17.68 14.28 1.40
O9 -16.67 15.01 2.08
P3 -15.57 14.39 3.17
O10 -15.90 13.05 3.71
O11 -14.13 14.59 2.45
C8 -13.70 13.74 1.36
O12 -15.61 15.56 4.30
C9 -16.33 15.43 5.55
H19 -17.45 14.04 0.36
H20 -18.73 14.54 1.48
H21 -17.79 13.29 1.85
H22 -14.26 12.82 1.25
H23 -12.67 13.43 1.52
H24 -13.79 14.25 0.39
H25 -15.82 16.09 6.25
H26 -16.23 14.39 5.85
H27 -17.30 15.89 5.34
C10 -26.27 6.30 15.05
O13 -25.20 6.77 14.33
P4 -25.19 8.32 13.84
O14 -23.94 8.73 13.12
O15 -26.53 8.44 12.87
C11 -26.39 7.57 11.74
O16 -25.51 9.09 15.21
C12 -25.54 10.50 15.26
H28 -26.08 6.34 16.12
H29 -26.50 5.29 14.69
H30 -27.13 6.91 14.78
H31 -25.92 6.59 11.87
H32 -25.61 7.97 11.10
H33 -27.40 7.46 11.34
H34 -24.54 10.75 15.63
H35 -26.29 10.87 15.96
H36 -25.73 10.94 14.28
C13 -27.26 18.93 -3.12
O17 -28.42 18.26 -3.17
P5 -28.50 16.91 -4.15
O18 -27.22 16.01 -4.09
O19 -29.81 16.17 -3.61
C14 -30.07 14.91 -4.14
O20 -28.93 17.54 -5.59
C15 -28.02 17.52 -6.65
H37 -27.11 19.21 -4.16
H38 -26.43 18.31 -2.78
H39 -27.27 19.82 -2.49
H40 -29.87 14.07 -3.47
H41 -29.87 14.69 -5.19
H42 -31.16 14.89 -4.13
H43 -27.77 18.49 -7.06
H44 -28.36 16.89 -7.48
H45 -27.04 17.15 -6.36
C16 -16.56 21.95 0.83
O21 -15.91 23.15 0.38
P6 -14.48 23.05 -0.31
O22 -14.31 22.27 -1.58
O23 -14.05 24.64 -0.47
C17 -13.76 25.44 0.69
O24 -13.50 22.53 0.86
C18 -13.15 21.18 1.06
H46 -16.66 21.12 0.13
H47 -17.52 22.18 1.30
H48 -15.85 21.62 1.59
H49 -14.55 25.39 1.44
H50 -13.42 26.46 0.52
H51 -12.85 25.12 1.19
H52 -13.98 20.56 0.75
H53 -12.99 20.89 2.10
H54 -12.26 20.78 0.57
C19 -24.03 17.06 5.51
C20 -22.82 16.31 5.83
O25 -22.67 14.95 5.41
C21 -23.09 13.89 6.10
C22 -22.25 12.65 5.74
O26 -23.89 13.85 6.99
H55 -24.14 17.96 6.12
H56 -24.94 16.50 5.70
H57 -24.06 17.29 4.45
H58 -21.96 16.83 5.41
H59 -22.77 16.40 6.92
H60 -22.75 11.73 6.04
H61 -21.30 12.67 6.26
H62 -22.00 12.69 4.68
Cl1 -19.03 4.12 8.79
C23 -20.49 5.15 8.57
Cl2 -21.65 4.48 7.41
H63 -20.93 5.25 9.56
H64 -20.35 6.20 8.34
Cl3 -28.47 25.25 2.75
C24 -27.09 25.43 3.88
Cl4 -25.54 25.19 3.09
H65 -27.17 26.43 4.32
H66 -27.10 24.63 4.61

Mulliken population analysis, charges in e, atoms 1 to 2: atom 1 (C): -0.79, atom 2 (O): -0.32

***

No. 2
ORCA calculation (ωB97M-V/def2-TZVPD) on a molecular structure, C24H66F3O12S10 in a non-equilibrium geometry.

Total energy in eV: -166988.876
Total charge: -1
HOMO energy in hartree: -0.2146
Max |F| in eV/Å: 19.7
LUMO in eV: 1.703

CARTESIAN COORDINATES (ANGSTROEM)
C1 -0.90 -0.14 1.14
O1 0.18 -1.06 1.07
O2 -0.69 0.68 2.24
C2 -1.16 0.56 -0.30
F1 -0.18 1.30 -0.70
F2 -1.44 -0.31 -1.34
F3 -2.28 1.30 -0.31
C3 -0.12 -2.30 0.49
C4 1.24 -3.04 0.52
H1 1.16 -3.97 -0.04
H2 2.14 -2.48 0.25
H3 1.25 -3.37 1.56
H4 -0.44 -2.25 -0.55
H5 -0.86 -2.90 1.01
H6 -1.82 -0.70 1.33
C5 5.60 -0.34 -1.38
S1 5.10 -0.71 0.38
O3 5.46 -2.19 0.58
C6 3.26 -0.67 -0.01
H7 6.60 -0.73 -1.58
H8 5.42 0.70 -1.65
H9 4.90 -0.93 -1.96
H10 2.92 -1.51 -0.62
H11 3.07 0.32 -0.42
H12 2.60 -0.61 0.85
C7 -4.00 2.63 -2.84
S2 -5.28 2.02 -1.68
O4 -6.09 0.93 -2.37
C8 -4.07 1.13 -0.47
H13 -4.42 2.84 -3.82
H14 -3.17 1.99 -3.16
H15 -3.31 3.41 -2.49
H16 -4.72 0.65 0.26
H17 -3.44 1.87 0.02
H18 -3.51 0.32 -0.92
C9 2.45 0.88 -2.70
S3 2.09 -0.91 -3.19
O5 3.40 -1.56 -2.77
C10 0.92 -1.35 -1.85
H19 1.60 1.49 -3.02
H20 3.42 1.28 -2.98
H21 2.41 0.97 -1.62
H22 1.45 -1.39 -0.90
H23 0.54 -2.36 -1.98
H24 0.10 -0.65 -1.76
C11 -1.63 -1.68 4.19
S4 -0.43 -2.99 3.58
O6 -0.97 -3.76 2.37
C12 1.06 -2.03 3.20
H25 -1.34 -1.33 5.18
H26 -2.70 -1.91 4.26
H27 -1.57 -0.83 3.51
H28 0.96 -1.19 2.51
H29 1.91 -2.62 2.86
H30 1.33 -1.67 4.19
C13 1.61 1.31 1.57
S5 3.19 1.91 0.82
O7 2.68 2.65 -0.41
C14 3.58 3.22 2.09
H31 1.04 2.02 2.17
H32 1.90 0.49 2.24
H33 0.91 0.84 0.88
H34 4.31 3.95 1.76
H35 3.97 2.67 2.95
H36 2.66 3.76 2.34
C15 -0.23 1.93 -2.25
S6 -1.66 1.22 -3.20
O8 -2.02 2.47 -4.00
C16 -0.82 0.15 -4.51
H37 0.32 2.70 -2.80
H38 0.37 1.13 -1.82
H39 -0.58 2.39 -1.33
H40 -1.44 0.17 -5.41
H41 -0.58 -0.87 -4.19
H42 0.13 0.64 -4.70
C17 -2.76 -2.52 1.83
S7 -3.37 -2.31 0.13
O9 -3.87 -3.75 -0.32
C18 -4.76 -1.25 0.36
H43 -2.23 -1.64 2.20
H44 -2.12 -3.38 1.97
H45 -3.64 -2.67 2.47
H46 -5.47 -1.27 -0.47
H47 -4.43 -0.22 0.51
H48 -5.36 -1.62 1.19
C19 -3.01 0.42 3.28
S8 -3.66 0.98 1.67
O10 -5.15 1.06 1.92
C20 -2.89 2.63 1.63
H49 -3.27 -0.64 3.28
H50 -3.43 0.95 4.14
H51 -1.92 0.47 3.27
H52 -1.81 2.52 1.47
H53 -3.08 3.17 2.56
H54 -3.29 3.25 0.82
C21 1.30 4.28 -0.58
S9 0.81 4.41 1.23
O11 0.15 5.76 1.43
C22 -0.52 3.21 1.28
H55 1.38 3.23 -0.88
H56 2.25 4.80 -0.61
H57 0.43 4.78 -1.01
H58 -0.92 3.16 2.29
H59 -0.18 2.27 0.84
H60 -1.34 3.44 0.61
C23 4.60 -3.12 -1.39
S10 3.61 -4.67 -1.83
O12 3.45 -5.50 -0.51
C24 1.99 -3.91 -2.29
H61 4.13 -2.61 -0.54
H62 4.68 -2.46 -2.24
H63 5.56 -3.54 -1.08
H64 2.06 -3.19 -3.10
H65 1.54 -3.41 -1.43
H66 1.27 -4.71 -2.47

Mulliken population analysis, charges in e, atoms 1 to 2: atom 1 (C): 0.36, atom 2 (O): 0.12

***

No. 3
ORCA calculation (ωB97M-V/def2-TZVPD) on 6 unconnected molecules or ions with the total composition C24H66N6O6 in a non-equilibrium geometry.

Structure (SMILES): COC[C@H](C)N.COC[C@H](C)N.COC[C@H](C)N.COC[C@H](C)N.COC[C@H](C)N.COC[C@H](C)N
Total energy in eV: -47176.994
Total charge: 0
HOMO energy in hartree: -0.3297
Max |F| in eV/Å: 4.5
LUMO in eV: 0.634

CARTESIAN COORDINATES (ANGSTROEM)
C1 -4.85 0.10 -2.47
O1 -3.95 -0.88 -3.07
C2 -2.61 -0.68 -2.65
C3 -1.93 -1.96 -3.15
C4 -2.02 -3.25 -2.29
N1 -0.49 -1.78 -3.26
H1 -4.91 0.16 -1.38
H2 -5.87 -0.12 -2.78
H3 -4.60 1.05 -2.94
H4 -2.30 0.18 -3.24
H5 -2.34 -0.44 -1.62
H6 -2.46 -2.20 -4.07
H7 -2.94 -3.39 -1.73
H8 -1.46 -3.05 -1.38
H9 -1.48 -4.13 -2.64
H10 -0.23 -1.48 -4.18
H11 -0.07 -2.70 -3.24
C5 -1.81 2.80 -1.86
O2 -0.98 2.22 -0.87
C6 0.29 1.89 -1.35
C7 1.12 1.04 -0.40
C8 2.58 0.95 -0.87
N2 0.60 -0.29 -0.22
H12 -1.39 3.78 -2.11
H13 -2.74 3.04 -1.34
H14 -2.15 2.32 -2.77
H15 0.08 1.35 -2.28
H16 0.58 2.89 -1.68
H17 1.10 1.50 0.59
H18 2.52 0.33 -1.76
H19 3.19 0.50 -0.09
H20 3.11 1.86 -1.12
H21 0.65 -0.79 -1.09
H22 -0.40 -0.14 -0.18
C9 -1.40 0.73 6.87
O3 -1.18 1.28 5.56
C10 -1.74 0.49 4.54
C11 -1.45 1.09 3.08
C12 -2.03 0.31 2.03
N3 -0.05 1.06 2.78
H23 -2.48 0.69 6.96
H24 -1.01 1.22 7.77
H25 -0.96 -0.26 7.02
H26 -1.45 -0.55 4.69
H27 -2.82 0.48 4.68
H28 -1.82 2.11 3.14
H29 -1.63 -0.69 1.89
H30 -2.06 0.77 1.04
H31 -3.08 0.08 2.21
H32 0.17 0.21 2.28
H33 0.47 0.92 3.64
C13 1.59 -2.81 0.94
O4 2.07 -4.13 1.16
C14 2.70 -4.31 2.44
C15 3.41 -5.65 2.46
C16 2.40 -6.77 2.05
N4 4.04 -5.94 3.78
H34 0.85 -2.88 0.14
H35 2.42 -2.14 0.70
H36 1.14 -2.34 1.81
H37 3.41 -3.53 2.72
H38 1.91 -4.43 3.19
H39 4.12 -5.61 1.64
H40 1.78 -6.50 1.20
H41 1.90 -7.00 2.99
H42 2.93 -7.68 1.78
H43 4.71 -5.23 4.04
H44 4.57 -6.80 3.87
C17 -6.92 6.63 -0.64
O5 -6.13 5.58 -1.30
C18 -4.84 5.39 -0.66
C19 -5.09 4.54 0.46
C20 -3.79 4.38 1.36
N5 -5.61 3.30 0.00
H45 -6.74 6.54 0.43
H46 -7.95 6.65 -1.01
H47 -6.55 7.63 -0.88
H48 -4.10 4.94 -1.33
H49 -4.40 6.30 -0.25
H50 -5.88 4.88 1.13
H51 -4.04 3.90 2.30
H52 -3.33 5.30 1.70
H53 -3.02 3.75 0.92
H54 -4.84 2.69 -0.24
H55 -6.06 3.59 -0.86
C21 6.82 -2.11 -0.14
O6 7.04 -1.05 -1.17
C22 5.98 -0.98 -2.10
C23 6.25 -0.01 -3.27
C24 5.06 0.43 -4.04
N6 7.13 -0.61 -4.28
H56 7.81 -2.56 -0.02
H57 6.22 -2.96 -0.45
H58 6.49 -1.83 0.86
H59 5.82 -1.99 -2.48
H60 5.13 -0.76 -1.45
H61 6.82 0.84 -2.87
H62 4.51 -0.33 -4.60
H63 5.23 1.24 -4.75
H64 4.30 0.83 -3.37
H65 7.80 -1.13 -3.74
H66 7.60 0.09 -4.85

Mulliken population analysis, charges in e, atoms 1 to 2: atom 1 (C): -0.74, atom 2 (O): -0.47

***

No. 4
ORCA calculation (ωB97M-V/def2-TZVPD) on 6 unconnected molecules or ions with the total composition C24H66N6O6 in a non-equilibrium geometry.

Structure (SMILES): COC[C@H](C)N.COC[C@H](C)N.COC[C@H](C)N.COC[C@H](C)N.COC[C@H](C)N.COC[C@H](C)N
Total energy in eV: -47179.638
Total charge: 0
HOMO energy in hartree: -0.3182
Max |F| in eV/Å: 2.1
LUMO in eV: 0.606

CARTESIAN COORDINATES (ANGSTROEM)
C1 1.99 -2.81 -0.13
O1 1.71 -1.73 0.74
C2 0.84 -0.74 0.27
C3 -0.63 -1.13 0.37
C4 -1.22 -1.83 -0.88
N1 -1.36 0.16 0.55
H1 2.83 -3.44 0.14
H2 2.14 -2.44 -1.15
H3 1.09 -3.41 -0.28
H4 1.02 0.11 0.94
H5 1.10 -0.34 -0.72
H6 -0.91 -1.78 1.21
H7 -0.77 -2.78 -1.17
H8 -1.07 -1.22 -1.77
H9 -2.27 -2.04 -0.66
H10 -2.35 -0.07 0.59
H11 -1.16 0.43 1.53
C5 3.58 1.16 1.63
O2 4.69 1.47 0.80
C6 5.69 0.47 0.75
C7 6.32 0.17 2.12
C8 6.91 1.40 2.79
N2 7.37 -0.86 1.98
H12 3.84 1.37 2.68
H13 3.35 0.09 1.54
H14 2.78 1.76 1.22
H15 5.24 -0.41 0.27
H16 6.47 0.80 0.07
H17 5.50 -0.23 2.72
H18 7.43 1.13 3.71
H19 6.06 1.95 3.22
H20 7.56 2.02 2.18
H21 7.34 -1.31 1.06
H22 8.25 -0.35 1.90
C9 -2.35 6.64 -2.11
O3 -1.61 5.62 -2.74
C10 -2.04 4.38 -2.24
C11 -1.34 3.15 -2.82
C12 -1.72 2.85 -4.26
N3 -1.80 1.98 -2.04
H23 -2.17 6.63 -1.02
H24 -3.43 6.51 -2.12
H25 -1.98 7.60 -2.44
H26 -1.82 4.33 -1.17
H27 -3.12 4.21 -2.34
H28 -0.26 3.25 -2.66
H29 -1.39 3.65 -4.93
H30 -2.77 2.65 -4.44
H31 -1.24 1.93 -4.61
H32 -1.29 2.01 -1.15
H33 -1.45 1.10 -2.42
C13 5.23 -3.14 -2.82
O4 4.37 -4.10 -2.30
C14 4.78 -5.44 -2.51
C15 3.53 -6.33 -2.55
C16 3.01 -6.54 -1.16
N4 3.80 -7.66 -3.15
H34 5.39 -3.06 -3.90
H35 6.22 -3.10 -2.34
H36 4.73 -2.19 -2.57
H37 5.36 -5.46 -3.44
H38 5.43 -5.88 -1.74
H39 2.86 -5.79 -3.23
H40 2.15 -7.23 -1.10
H41 2.75 -5.66 -0.57
H42 3.75 -7.04 -0.52
H43 4.33 -7.57 -4.01
H44 2.88 -8.04 -3.31
C17 -3.12 -2.65 5.35
O5 -2.75 -1.30 5.40
C18 -1.84 -0.94 4.38
C19 -1.68 0.57 4.34
C20 -2.91 1.32 3.80
N5 -0.59 0.84 3.35
H45 -3.49 -2.92 4.35
H46 -4.00 -2.79 5.98
H47 -2.34 -3.35 5.67
H48 -0.84 -1.31 4.64
H49 -2.21 -1.31 3.42
H50 -1.40 0.99 5.32
H51 -3.67 1.31 4.57
H52 -3.24 0.86 2.87
H53 -2.59 2.35 3.59
H54 -0.38 1.83 3.49
H55 0.24 0.37 3.70
C21 -8.16 3.59 -2.36
O6 -7.40 3.23 -1.21
C22 -6.11 2.79 -1.57
C23 -5.44 2.08 -0.40
C24 -4.76 3.08 0.56
N6 -4.40 1.12 -0.75
H56 -9.21 3.59 -2.04
H57 -8.11 2.90 -3.20
H58 -7.93 4.63 -2.59
H59 -6.13 2.19 -2.49
H60 -5.45 3.62 -1.87
H61 -6.21 1.62 0.23
H62 -4.27 2.52 1.36
H63 -5.48 3.70 1.10
H64 -3.92 3.59 0.07
H65 -4.72 0.45 -1.45
H66 -3.58 1.62 -1.10

Mulliken population analysis, charges in e, atoms 1 to 2: atom 1 (C): -0.72, atom 2 (O): -0.41

***

Values of HOMO-LUMO gap, in order: 10.61, 7.54, 9.60, 9.26, all in eV.